(1)
Here is a cluster of 2 separate species, C35H41F5N2O5 in total from the OMol25 dataset. Energies are from ωB97M-V with the def2-TZVPD basis set.

The geometry in ORCA input format:
```
! wB97M-V def2-TZVPD RIJCOSX def2/J DEFGRID3
* xyz 0 1
C -5.65 2.76 2.33
C -4.27 3.35 2.39
O -3.54 2.83 1.27
C -2.28 3.31 1.26
C -1.44 3.01 0.10
C -0.22 3.92 -0.06
C -0.54 5.42 0.08
C 0.66 6.37 0.04
C 1.81 5.98 0.96
C 2.10 4.48 0.87
C 0.86 3.60 0.99
C -1.83 2.23 -1.05
O -1.08 2.08 -2.02
O -3.07 1.68 -1.02
C -3.49 1.09 -2.27
C -4.91 0.64 -2.06
O -1.90 4.03 2.19
H -6.19 3.06 3.23
H -6.19 3.13 1.45
H -5.62 1.66 2.31
H -4.30 4.45 2.32
H -3.77 3.08 3.34
H 0.16 3.70 -1.07
H -1.29 5.71 -0.67
H -1.00 5.52 1.07
H 1.02 6.44 -0.99
H 0.31 7.38 0.30
H 2.71 6.56 0.71
H 1.57 6.24 2.00
H 2.59 4.27 -0.08
H 2.82 4.20 1.65
H 0.37 3.78 1.96
H 1.10 2.53 0.93
H -3.41 1.85 -3.06
H -2.82 0.25 -2.53
H -5.21 -0.04 -2.85
H -5.03 0.14 -1.10
H -5.59 1.51 -2.08
C 4.37 -3.97 1.90
N 3.52 -3.25 0.98
C 4.04 -2.50 -0.04
O 5.24 -2.29 -0.23
C 2.84 -1.90 -0.80
C 2.81 -2.37 -2.26
C 4.02 -1.85 -2.98
C 5.08 -2.70 -3.32
F 4.98 -4.03 -3.06
C 6.29 -2.22 -3.83
F 7.31 -3.06 -4.08
C 6.44 -0.84 -4.04
F 7.63 -0.36 -4.44
C 5.38 0.02 -3.77
F 5.53 1.35 -3.97
C 4.19 -0.49 -3.27
F 3.19 0.38 -2.95
N 1.70 -2.30 0.04
C 0.48 -1.75 -0.13
C -0.70 -2.19 0.47
C -1.92 -1.51 0.54
C -3.14 -2.25 0.89
C -4.40 -2.11 0.24
C -5.51 -2.89 0.60
C -5.40 -3.87 1.59
C -4.15 -4.10 2.18
C -3.06 -3.30 1.85
C 2.06 -3.35 1.01
C 1.62 -4.73 0.51
C 1.54 -3.12 2.43
H 5.43 -3.78 1.65
H 4.20 -3.63 2.93
H 4.20 -5.05 1.86
H 2.96 -0.80 -0.80
H 2.78 -3.46 -2.30
H 1.90 -1.96 -2.72
H 0.41 -0.92 -0.86
H -0.68 -3.22 0.86
H -1.96 -0.44 0.29
H -4.49 -1.43 -0.60
H -6.48 -2.73 0.11
H -6.28 -4.44 1.91
H -4.03 -4.89 2.92
H -2.11 -3.47 2.35
H 2.13 -4.97 -0.44
H 1.87 -5.49 1.26
H 0.54 -4.75 0.34
H 1.93 -2.18 2.84
H 0.44 -3.08 2.44
H 1.85 -3.95 3.08
*
```

The LUMO energy is -2.8 eV. The value obtained for the gap between HOMO and LUMO is 2.82 eV. Its energy is -2343.2170 Eh. Its HOMO energy is -5.604 eV.

=====

(2)
Here is a structure of composition C35H41N3OPdS3SiTe from the OMol25 dataset. Energies are from ωB97M-V with the def2-TZVPD basis set.

The geometry in ORCA input format:
```
! wB97M-V def2-TZVPD RIJCOSX def2/J DEFGRID3
* xyz -1 2
Pd -0.27 -1.81 0.62
C 0.48 -3.62 -4.94
Si -1.33 -3.27 -4.61
C -2.20 -4.89 -4.24
C -1.98 -2.65 -6.27
C -1.76 -2.00 -3.29
C -2.89 -1.22 -3.59
C -3.63 -0.24 -2.87
C -3.54 0.22 -1.59
N -1.05 -0.84 -1.22
C -0.96 -1.91 -2.13
S 0.22 -3.09 -1.72
H 0.58 -4.05 -5.95
H 0.89 -4.30 -4.21
H 1.07 -2.70 -4.90
H -2.04 -5.63 -5.04
H -3.28 -4.74 -4.14
H -1.82 -5.31 -3.31
H -1.70 -3.37 -7.06
H -1.53 -1.69 -6.52
H -3.07 -2.54 -6.31
H -3.30 -1.38 -4.57
H -4.42 0.22 -3.46
H -4.21 0.98 -1.21
S -2.47 -0.60 -0.45
C -2.14 0.85 0.55
N -1.01 1.11 1.07
C -1.14 2.08 2.06
C -0.07 2.66 2.75
C -0.35 3.60 3.72
C -1.67 3.96 4.02
C -2.73 3.41 3.33
C -2.45 2.47 2.34
S -3.53 1.65 1.28
H 0.94 2.40 2.48
H 0.47 4.05 4.26
H -1.86 4.69 4.80
H -3.75 3.70 3.55
C -2.38 -3.59 1.67
C -1.46 -2.58 2.33
O -1.96 -1.55 2.90
N -0.16 -2.98 2.55
Te 0.70 -1.30 3.18
C 0.98 -1.61 5.32
C 0.08 -2.31 6.13
C -1.12 -3.03 5.57
C 0.31 -2.36 7.50
C 1.39 -1.74 8.10
C 1.62 -1.82 9.58
C 2.26 -1.02 7.29
C 2.06 -0.93 5.91
C 3.06 -0.13 5.11
C 2.60 -2.10 2.60
C 3.13 -3.28 3.14
C 2.46 -4.08 4.23
C 4.32 -3.77 2.61
C 4.98 -3.14 1.57
C 6.27 -3.70 1.01
C 4.43 -1.99 1.04
C 3.24 -1.45 1.54
C 2.70 -0.20 0.90
H -2.47 -4.47 2.32
H -1.97 -3.93 0.72
H -3.35 -3.14 1.53
H -1.70 -2.40 4.89
H -1.77 -3.35 6.39
H -0.81 -3.91 5.01
H -0.39 -2.92 8.12
H 0.89 -2.48 10.06
H 1.55 -0.84 10.05
H 2.62 -2.21 9.80
H 3.10 -0.50 7.73
H 3.63 0.53 5.76
H 2.57 0.50 4.35
H 3.76 -0.78 4.58
H 1.38 -4.12 4.06
H 2.64 -3.65 5.21
H 2.85 -5.10 4.22
H 4.72 -4.69 3.02
H 6.44 -4.71 1.36
H 7.12 -3.09 1.32
H 6.25 -3.71 -0.08
H 4.91 -1.49 0.21
H 3.45 0.26 0.25
H 2.38 0.54 1.63
H 1.83 -0.43 0.28
*
```

The LUMO energy (alpha / beta) is 2.2 / 2.2 eV. The value obtained for the energy relative to the best compared isomer or geometry (same formula, charge and spin) is 5.525 eV. The value obtained for the gap between HOMO and LUMO (alpha / beta) is 5.13 / 5.17 eV. Its energy is -3477.7069 Eh. As for the expectation value of S²: 0.773. Its HOMO energy (alpha / beta) is -2.925 / -2.965 eV.

=====

Which of these has the highest energy?
C35H41F5N2O5